# C2H9N3O

3 unconnected molecules or ions with the total composition C2H9N3O (ωB97M-V with the def2-TZVPD basis set, the OMol25 dataset).

```
15
Properties=species:S:1:pos:R:3
C 1.10 1.17 0.00
N 1.96 0.81 1.08
C -1.58 -0.27 -1.36
N -1.63 0.20 -0.13
N -0.54 -0.87 -1.94
H 0.73 0.22 -0.40
H 1.75 1.61 -0.77
H 0.20 1.81 0.19
H 2.26 1.65 1.57
H -1.02 -0.34 0.48
H 0.78 -1.69 2.20
H -2.51 -0.25 -1.94
H -0.87 -1.59 -2.58
H 0.94 -0.17 1.65
O 0.28 -0.94 1.88
```

Calculated values
- Highest occupied orbital energy: -0.296 Ha
- E: -8730.697 eV
- HOMO-LUMO gap: 4.216 eV
- Relative energy (zero: lowest compared OMol25 entry of this formula, charge and spin): 747.0 kJ/mol

=====

# C19H25BrCl2EuN2O3

A molecular structure, C19H25BrCl2EuN2O3 (ωB97M-V with the def2-TZVPD basis set, the OMol25 dataset).

```
53
Properties=species:S:1:pos:R:3
Eu -0.42 -0.12 -0.70
C -2.52 -2.41 0.93
O -1.21 -1.81 0.83
C -0.57 -1.73 2.12
C 0.94 -1.64 1.91
O 1.23 -0.62 0.93
C 2.46 -0.86 0.22
C 2.34 -2.06 -0.73
O 1.01 -2.04 -1.28
C 0.75 -3.24 -2.04
H -3.14 -1.88 1.65
H -2.44 -3.46 1.25
H -2.97 -2.38 -0.06
H -0.79 -2.62 2.71
H -0.97 -0.86 2.66
H 1.29 -2.61 1.56
H 1.43 -1.40 2.86
H 3.29 -1.01 0.93
H 2.66 0.06 -0.34
H 2.51 -3.02 -0.21
H 3.08 -1.98 -1.53
H 0.94 -4.13 -1.43
H 1.37 -3.28 -2.93
H -0.31 -3.21 -2.31
Br -1.96 0.52 -7.91
C -2.07 0.71 -6.04
C -1.88 -0.41 -5.22
C -1.91 -0.28 -3.85
C -2.20 0.96 -3.27
C -2.41 2.08 -4.09
C -2.32 1.96 -5.46
N -2.16 1.04 -1.87
C -2.90 1.89 -1.23
C -2.73 2.08 0.20
C -3.64 2.85 0.93
C -3.44 3.02 2.30
C -2.29 2.48 2.86
C -1.42 1.75 2.06
N -1.64 1.49 0.77
H -1.70 -1.37 -5.69
H -1.79 -1.16 -3.20
H -2.59 3.05 -3.66
H -2.45 2.83 -6.09
H -3.65 2.49 -1.74
H -4.48 3.31 0.43
H -4.16 3.56 2.89
H -2.07 2.63 3.90
H -0.48 1.38 2.46
Cl 0.95 2.33 -0.87
C 1.68 2.07 -2.47
Cl 1.15 0.47 -3.00
H 2.77 2.09 -2.38
H 1.33 2.84 -3.16
```

Calculated values
- <S²>: 12.008
- Highest occupied orbital energy (alpha / beta): -0.600 / -0.600 Ha
- E: -143622.071 eV
- HOMO-LUMO gap (alpha / beta): 4.644 / 6.190 eV
- Charge: +3
- Spin multiplicity: 7
- Relative energy (zero: lowest compared OMol25 entry of this formula, charge and spin): 72.8 kJ/mol

=====

# C27H25CuN6S4

A molecular structure, C27H25CuN6S4 (ωB97M-V with the def2-TZVPD basis set, the OMol25 dataset).

```
63
Properties=species:S:1:pos:R:3
Cu 0.10 0.27 -0.19
N -0.83 -1.83 3.17
C -0.21 -0.75 3.75
C -0.05 -0.37 5.07
C 0.69 0.77 5.30
C 1.24 1.51 4.25
C 1.06 1.15 2.93
C 0.31 0.01 2.68
N -0.04 -0.59 1.49
C -0.71 -1.69 1.81
C -1.22 -2.69 0.92
C -1.30 -4.03 1.24
S -1.96 -4.93 -0.06
C -2.10 -3.44 -0.94
N -1.69 -2.40 -0.33
H -1.36 -2.54 3.64
H -0.49 -0.94 5.88
H 0.85 1.10 6.32
H 1.82 2.39 4.48
H 1.47 1.73 2.12
H -0.97 -4.54 2.12
H -2.52 -3.43 -1.93
S 6.11 1.37 -1.16
C 4.78 0.56 -1.66
S 3.44 0.22 -0.57
C 2.55 -0.50 -1.95
N 3.23 -0.46 -3.03
N 4.46 0.09 -2.90
C 5.22 0.16 -4.08
C 6.59 0.44 -4.10
C 7.24 0.53 -5.32
C 6.57 0.33 -6.51
C 5.22 0.00 -6.48
C 4.55 -0.08 -5.28
S 1.01 -1.16 -1.82
H 7.14 0.60 -3.19
H 8.30 0.76 -5.32
H 7.09 0.42 -7.45
H 4.69 -0.18 -7.40
H 3.51 -0.35 -5.23
C -1.61 -0.79 -4.33
N -1.57 0.59 -3.85
C -0.21 1.14 -3.99
C -2.10 0.65 -2.43
C -1.78 1.95 -1.75
C -2.52 3.08 -2.07
C -2.29 4.27 -1.41
C -1.28 4.33 -0.47
C -0.52 3.21 -0.19
C -0.75 1.96 -0.80
H -1.33 -0.83 -5.39
H -2.60 -1.22 -4.21
H -0.89 -1.36 -3.75
H -2.20 1.18 -4.40
H 0.47 0.55 -3.38
H -0.18 2.18 -3.67
H 0.09 1.06 -5.04
H -1.64 -0.17 -1.87
H -3.18 0.48 -2.50
H -3.30 3.03 -2.83
H -2.89 5.14 -1.63
H -1.09 5.26 0.06
H 0.27 3.30 0.54
```

Calculated values
- Highest occupied orbital energy: -0.238 Ha
- E: -125325.294 eV
- HOMO-LUMO gap: 6.438 eV
- Relative energy (zero: lowest compared OMol25 entry of this formula, charge and spin): 81.9 kJ/mol

=====

# C6H9NO

A single C6H9NO molecule (ωB97M-V with the def2-TZVPD basis set, the OMol25 dataset).

```
17
Properties=species:S:1:pos:R:3
C 1.66 -1.08 -0.01
C 0.42 -1.70 0.08
C -0.63 -0.89 -0.40
N -2.21 -0.58 -0.19
C -1.15 0.22 0.40
C -0.58 1.42 -0.32
C 0.94 1.28 0.15
O 1.68 0.23 -0.27
H 2.59 -1.53 0.07
H 0.50 -2.74 0.23
H -0.41 -0.65 -1.49
H -2.46 -1.24 0.60
H -0.93 0.24 1.38
H -1.09 2.36 0.08
H -0.60 1.18 -1.42
H 1.52 2.16 -0.14
H 0.78 1.34 1.24
```

Calculated values
- Highest occupied orbital energy: -0.314 Ha
- E: -9900.966 eV
- HOMO-LUMO gap: 9.630 eV
- Relative energy (zero: lowest compared OMol25 entry of this formula, charge and spin): 447.6 kJ/mol
- SMILES string: C1=C[C@H]2N[C@@H]2CCO1

=====

# C2H4BrNO

2 unconnected molecules or ions with the total composition C2H4BrNO (ωB97M-V with the def2-TZVPD basis set, the OMol25 dataset).

```
9
Properties=species:S:1:pos:R:3
C -1.74 -0.54 0.06
C 1.24 0.69 -0.10
N -1.01 -1.50 0.16
O 0.11 1.30 0.18
Br -3.40 0.03 -0.10
H 1.23 -0.38 0.30
H 2.09 1.16 0.42
H 1.47 0.61 -1.18
H 0.02 -1.37 0.26
```

Calculated values
- Highest occupied orbital energy (alpha / beta): -0.303 / -0.303 Ha
- E: -75713.910 eV
- HOMO-LUMO gap (alpha / beta): 6.857 / 6.858 eV
- Relative energy (zero: lowest compared OMol25 entry of this formula, charge and spin): 528.1 kJ/mol

=====

# C38H110N8O13

13 unconnected molecules or ions with the total composition C38H110N8O13 (ωB97M-V with the def2-TZVPD basis set, the OMol25 dataset).

```
169
Properties=species:S:1:pos:R:3
O 2.15 2.10 2.58
H 1.26 2.18 2.95
H 2.59 2.90 2.87
O 0.58 -4.71 0.46
H 1.06 -5.30 1.05
H -0.29 -5.11 0.39
C 2.85 -2.82 3.68
C 2.45 -1.40 3.74
C 2.79 -0.77 5.12
O 2.21 -1.38 6.26
C 0.86 -1.10 6.47
N 3.08 -0.68 2.63
H 2.74 -3.34 2.73
H 2.41 -3.35 4.52
H 3.93 -2.78 3.88
H 1.37 -1.22 3.67
H 2.55 0.30 5.05
H 3.87 -0.78 5.28
H 0.41 -0.12 6.31
H 0.73 -1.17 7.55
H 0.25 -1.84 5.96
H 2.82 0.30 2.58
H 2.74 -1.03 1.75
C -1.71 0.55 -8.27
C -1.09 -0.40 -7.18
C -0.74 0.37 -5.89
O -0.03 -0.52 -5.02
C 0.43 -0.05 -3.75
N -2.11 -1.40 -6.94
H -1.10 1.43 -8.46
H -2.71 0.89 -7.98
H -1.75 0.03 -9.23
H -0.22 -0.81 -7.69
H -1.61 0.77 -5.37
H -0.22 1.27 -6.22
H -0.39 0.28 -3.13
H 1.11 0.79 -3.88
H 0.88 -0.87 -3.19
H -1.55 -1.91 -6.28
H -2.92 -1.07 -6.44
C -1.07 3.73 1.75
C -0.29 4.27 2.92
C -0.82 5.55 3.56
O -0.17 5.89 4.79
C -0.70 7.11 5.31
N -0.22 3.19 3.93
H -1.17 4.51 0.99
H -2.08 3.40 1.98
H -0.62 2.85 1.31
H 0.75 4.42 2.61
H -1.87 5.42 3.84
H -0.76 6.32 2.79
H -0.19 7.49 6.20
H -1.74 7.03 5.60
H -0.67 7.86 4.52
H -1.19 3.06 4.17
H 0.20 3.70 4.69
C 4.69 -3.88 -0.21
C 4.41 -2.93 -1.39
C 3.20 -3.40 -2.25
O 3.61 -4.38 -3.21
C 2.59 -4.59 -4.23
N 4.00 -1.73 -0.69
H 5.48 -3.57 0.47
H 5.05 -4.77 -0.73
H 3.78 -4.10 0.35
H 5.27 -2.72 -2.03
H 2.81 -2.56 -2.81
H 2.39 -3.79 -1.63
H 2.89 -5.38 -4.92
H 2.40 -3.65 -4.75
H 1.65 -4.81 -3.73
H 4.81 -1.35 -0.23
H 3.26 -1.98 -0.06
C -2.26 0.85 5.65
C -2.62 0.78 4.14
C -3.51 -0.43 3.87
O -4.08 -0.47 2.58
C -3.15 -0.60 1.51
N -3.30 2.07 3.82
H -3.04 1.31 6.26
H -1.41 1.51 5.76
H -1.98 -0.11 6.08
H -1.73 0.78 3.52
H -4.33 -0.24 4.56
H -3.03 -1.36 4.18
H -2.45 0.23 1.56
H -3.62 -0.57 0.53
H -2.47 -1.44 1.66
H -4.16 2.03 4.34
H -3.64 1.77 2.92
C 2.01 5.02 -0.21
C 1.88 3.66 -0.94
C 2.02 3.77 -2.46
O 0.83 4.31 -3.12
C 0.84 4.06 -4.56
N 2.86 2.71 -0.40
H 2.54 5.81 -0.74
H 2.35 4.87 0.81
H 0.99 5.39 -0.24
H 0.90 3.25 -0.69
H 2.18 2.73 -2.73
H 2.84 4.43 -2.76
H 0.86 3.00 -4.81
H 1.68 4.56 -5.04
H -0.04 4.48 -5.05
H 2.71 2.55 0.59
H 2.72 1.82 -0.85
C -0.89 -3.14 3.84
C -1.96 -4.21 3.88
C -1.71 -5.58 3.11
O -1.80 -5.34 1.65
C -3.14 -5.10 1.13
N -2.02 -4.54 5.24
H 0.02 -3.47 4.35
H -1.17 -2.18 4.26
H -0.66 -2.95 2.79
H -2.91 -3.81 3.51
H -2.48 -6.32 3.30
H -0.72 -5.98 3.34
H -3.26 -5.34 0.07
H -3.37 -4.04 1.10
H -3.97 -5.61 1.62
H -2.72 -5.26 5.38
H -2.33 -3.83 5.89
C -3.65 3.95 -1.19
C -2.27 3.64 -1.81
C -2.38 2.39 -2.71
O -2.86 1.25 -1.97
C -3.50 0.34 -2.83
N -1.89 4.81 -2.61
H -4.31 4.11 -2.05
H -3.48 4.87 -0.65
H -3.92 3.17 -0.48
H -1.62 3.43 -0.96
H -1.34 2.26 -2.99
H -2.93 2.68 -3.61
H -4.30 0.81 -3.40
H -3.82 -0.62 -2.43
H -2.81 0.00 -3.59
H -1.88 5.63 -2.03
H -0.97 4.57 -2.95
C -1.70 -3.21 -3.49
C -1.84 -3.97 -2.17
O -2.86 -4.86 -2.26
H -2.71 -2.88 -3.71
H -1.33 -3.87 -4.28
H -0.95 -2.42 -3.51
H -2.06 -3.33 -1.32
H -0.88 -4.43 -1.95
H -2.55 -5.58 -2.81
C 4.04 1.42 -4.35
C 4.42 0.38 -3.27
O 3.56 0.45 -2.17
H 3.04 1.24 -4.74
H 4.76 1.51 -5.17
H 4.08 2.35 -3.78
H 5.47 0.42 -2.98
H 4.37 -0.61 -3.74
H 3.73 -0.32 -1.64
C 0.38 -0.04 -0.07
C 0.17 -1.57 -0.05
O 1.31 -2.17 0.39
H -0.49 0.39 -0.57
H 1.28 0.24 -0.62
H 0.53 0.35 0.94
H -0.13 -1.97 -1.01
H -0.61 -1.95 0.61
H 1.27 -3.12 0.31
```

Calculated values
- Highest occupied orbital energy: -0.311 Ha
- E: -79721.508 eV
- HOMO-LUMO gap: 8.900 eV
- Relative energy (zero: lowest compared OMol25 entry of this formula, charge and spin): 0.0 kJ/mol

=====

Q: What is the formula in the third record?
A: C27H25CuN6S4

=====

Q: What is the formula in the third record?
A: C27H25CuN6S4

=====

Q: Among the records above, which one has the highest E?
A: C2H9N3O